# 1
Here is C26H28Cl2MnN5O2S as an isolated structure from the OMol25 dataset. Energies are from wB97M-V/def2-TZVPD.

```
65
Properties=species:S:1:pos:R:3:forces:R:3:lowdin_spin:R:1
Mn 0.580957 -0.416052 0.411645 0.32 -0.57 0.09 4.69
C -0.003764 -0.100305 -5.049468 -0.02 0.00 -0.02 0.00
C 1.249513 0.743552 -4.846329 0.00 0.05 -0.03 0.00
N 2.099450 0.280878 -3.764529 -0.01 -0.02 0.11 0.00
C 1.746928 0.408907 -2.446119 -0.15 -0.11 -0.25 0.01
S 2.621215 -0.524083 -1.315961 -0.03 0.06 0.11 0.04
N 0.752220 1.262698 -2.238075 0.00 0.03 0.09 0.00
N 0.330331 1.323908 -0.954334 -0.22 0.21 -0.24 0.02
C -0.547586 2.221828 -0.667056 0.04 0.11 0.06 0.02
C -1.099849 3.200558 -1.658567 0.01 0.01 -0.01 0.00
C -1.045755 2.252142 0.725299 0.04 0.06 0.02 0.01
C -2.044087 3.139736 1.128076 0.03 -0.06 0.04 0.00
C -2.509884 3.074330 2.430726 0.00 0.01 0.00 0.00
C -1.981240 2.130685 3.294485 0.01 0.00 0.04 0.00
C -0.982078 1.295480 2.816069 0.02 -0.03 0.01 0.01
N -0.515402 1.372209 1.580870 -0.03 -0.03 -0.18 0.04
H -0.590710 0.276059 -5.891422 0.00 0.01 0.01 0.00
H -0.625541 -0.073982 -4.154171 0.01 0.01 0.00 0.00
H 0.254094 -1.142013 -5.248200 0.01 0.02 -0.01 0.00
H 0.973530 1.776300 -4.635659 0.00 -0.01 -0.01 0.00
H 1.858720 0.747343 -5.754083 -0.01 -0.02 0.00 0.00
H 2.658302 -0.537950 -3.937138 0.06 0.01 -0.01 0.00
H -0.636824 3.034508 -2.625219 0.01 0.00 -0.01 0.00
H -0.913692 4.230324 -1.342454 0.00 0.00 0.01 0.00
H -2.181623 3.075303 -1.755635 0.00 0.00 -0.01 0.00
H -2.460314 3.855386 0.434657 0.01 0.00 -0.03 0.00
H -3.290218 3.749447 2.760431 0.00 0.00 0.01 0.00
H -2.329989 2.030494 4.313169 -0.01 0.01 -0.01 0.00
H -0.541268 0.519209 3.434895 -0.02 0.01 -0.01 0.00
Cl -4.747544 -3.055473 -4.606507 -0.05 0.00 -0.02 0.00
C -3.423889 -2.682982 -3.526942 0.04 0.00 0.03 0.00
C -2.130666 -3.115174 -3.863800 0.02 -0.01 0.00 0.00
C -1.082160 -2.840459 -3.035755 -0.01 -0.01 0.05 0.00
Cl 0.511272 -3.384148 -3.451277 0.00 -0.03 -0.01 0.00
C -1.217274 -2.095066 -1.801588 0.00 -0.01 -0.12 0.01
O -0.219101 -1.863722 -1.081339 0.04 0.17 0.24 0.04
C -2.561172 -1.686052 -1.512855 -0.01 -0.01 0.00 0.00
C -2.868379 -0.955157 -0.307386 0.02 0.01 -0.08 0.00
O -2.079280 -0.518719 0.511976 -0.04 -0.02 0.10 0.02
C -3.633301 -1.992535 -2.368801 0.03 0.00 -0.01 0.00
H -1.965313 -3.668093 -4.778776 0.00 0.00 0.00 0.00
H -3.954263 -0.789226 -0.145146 -0.03 0.02 0.00 0.00
H -4.631568 -1.667133 -2.097874 0.00 0.00 0.00 0.00
C 3.919760 0.920354 1.372022 0.12 0.06 0.09 0.00
N 2.737509 0.703837 2.184088 0.08 0.00 -0.13 0.02
C 2.383870 1.923107 2.876516 -0.11 0.04 0.03 0.00
C 2.910138 -0.403577 3.114030 -0.01 0.00 0.10 0.00
C 1.685125 -1.278792 3.313393 0.15 -0.06 0.03 0.01
C 1.543701 -1.881549 4.563329 -0.04 0.02 0.02 0.00
C 0.533654 -2.803201 4.797206 -0.01 -0.02 0.04 0.01
C -0.332011 -3.125134 3.761658 -0.01 -0.02 0.02 0.00
C -0.184096 -2.503936 2.526497 0.02 0.05 -0.01 0.01
C 0.816299 -1.556019 2.247730 -0.27 0.03 -0.07 0.02
H 4.790041 1.222085 1.985570 -0.01 0.02 0.01 0.00
H 3.723118 1.699212 0.635327 0.01 0.00 -0.01 0.00
H 4.168340 0.015598 0.822794 0.01 0.05 0.04 0.00
H 3.221186 2.303286 3.491625 0.00 -0.01 -0.02 0.00
H 1.535076 1.750222 3.537056 0.00 -0.01 -0.01 0.00
H 2.103335 2.696116 2.157844 0.00 -0.01 0.01 0.00
H 3.249620 -0.026772 4.094950 0.06 -0.02 -0.03 0.00
H 3.721254 -1.036934 2.743573 -0.05 -0.02 -0.08 0.00
H 2.234355 -1.627702 5.364254 0.00 0.00 0.00 0.00
H 0.427098 -3.263967 5.773197 0.00 0.00 0.00 0.00
H -1.123134 -3.851855 3.917804 0.00 0.00 0.01 0.00
H -0.887017 -2.767353 1.739699 0.00 0.01 0.00 0.00
```
Forces are in eV/Å.

Output
LUMO energy (alpha / beta) (eV): 2.6 / 2.6
Multiplicity: 6
Relative energy (zero: lowest compared OMol25 entry of this formula, charge and spin) (kcal/mol): 0.0
Kohn-Sham gap (alpha / beta) (eV): 6.65 / 7.22
Charge: -1

# 2
Here is C22H28N2O2 in the gas phase in a non-equilibrium geometry from the OMol25 dataset. Energies are from wB97M-V/def2-TZVPD.

```
54
Properties=species:S:1:pos:R:3:forces:R:3:lowdin_charge:R:1
C -2.416521 1.822351 2.664218 -2.89 -0.55 -1.21 -0.05
C -1.175611 1.735577 2.014543 2.85 4.65 -3.76 -0.30
C -0.898330 2.594427 0.923420 -4.46 4.53 -0.65 0.01
C 0.305603 2.739310 0.318791 -3.07 4.95 -4.65 -0.17
C 1.120956 1.901656 0.774576 12.99 -0.95 -5.57 -0.12
C 1.061123 1.029067 1.704343 -0.60 -2.20 2.82 -0.10
C -0.056901 1.081561 2.388054 -5.33 -5.25 4.26 -0.06
H -0.512573 0.211305 3.002822 2.09 0.98 0.12 0.16
H 1.703930 0.250906 1.855766 2.08 -1.46 0.38 0.10
H 2.261570 1.826985 0.232381 -3.04 0.53 0.95 0.20
O 0.536528 3.667436 -0.914402 -7.35 -1.18 8.99 -0.06
C 1.515841 3.684519 -1.736879 9.12 -6.27 7.01 -0.48
C 1.063489 4.306867 -2.793840 3.29 -2.95 -11.55 -0.19
C 0.045935 3.508922 -3.618069 -4.41 1.37 11.00 -0.09
C -0.011913 2.062909 -3.400082 6.01 -2.25 0.45 -0.31
O 1.030351 1.478263 -3.987841 -5.15 1.09 2.25 -0.03
N -0.700888 1.612862 -2.254106 0.56 2.67 -3.73 0.12
C -0.630115 0.376870 -1.746285 -1.84 -5.32 1.17 -0.19
C -1.720210 -0.095827 -0.900523 1.66 11.75 -5.30 -0.01
C -1.547279 -1.114363 -0.158285 -1.64 -0.03 1.19 -0.19
C -0.767803 -2.058734 -0.364291 10.23 -8.02 -2.17 -0.07
C 0.451797 -1.758092 -1.415386 -6.25 -3.70 5.18 0.02
C 0.347187 -0.696829 -2.125413 1.02 6.87 -2.07 -0.03
H 1.203739 -0.433290 -2.818497 -1.53 -0.28 0.47 0.13
H 0.859836 -2.633366 -1.730814 2.21 -1.95 -0.70 0.05
N -0.731505 -3.370568 0.403379 -5.18 8.64 1.25 -0.09
C -1.045592 -3.183149 1.972135 11.12 -10.05 -3.52 0.00
H -1.689140 -2.559619 1.912191 -7.96 7.97 0.55 -0.02
C 0.393397 -2.982371 2.636501 -1.90 -1.43 -1.62 -0.11
C 1.329671 -4.209921 2.361422 -13.37 1.47 -12.29 -0.09
C 1.494828 -4.316981 0.688987 -2.16 4.76 3.62 -0.08
C 0.048335 -4.340028 0.041015 6.34 -4.46 -1.06 -0.30
H 0.339151 -4.463774 -1.034757 -1.36 0.11 0.56 0.14
H -0.366879 -5.223167 0.471140 -0.42 -1.49 -0.32 0.11
H 2.143424 -5.044364 0.579254 2.49 -4.52 -1.20 0.03
H 2.107064 -3.465462 0.328848 -0.67 0.19 0.26 0.10
H 2.044057 -4.086853 2.798458 15.12 3.27 8.03 -0.05
H 1.113019 -5.144144 2.669385 -2.30 -3.16 1.07 0.08
H 0.085399 -3.068974 3.640714 0.52 1.09 1.85 0.08
H 0.861727 -2.064398 2.208214 -0.35 -0.52 1.01 0.11
H -1.339868 -4.232957 2.219097 -0.44 1.07 0.29 0.14
H -2.211826 -1.195043 0.507390 -5.28 -1.07 5.45 0.07
H -2.430663 0.888403 -0.657612 1.29 -3.17 -0.32 0.17
H -1.354987 2.332708 -1.887221 0.72 -1.17 -0.19 0.16
H -0.971196 3.996902 -3.206323 1.39 -1.14 -0.66 0.17
H -0.074868 3.683016 -4.501828 -0.14 2.24 -10.20 0.02
H 2.089497 4.111231 -3.453278 -2.18 1.29 0.79 0.20
H 1.008297 5.268217 -2.621648 -1.31 5.01 0.16 0.08
H 1.814956 2.529553 -1.831106 0.30 2.33 -0.65 0.16
H 2.499995 4.281614 -1.246296 -1.94 -1.49 -1.20 0.19
H -1.656399 3.468111 0.602970 1.09 -2.29 0.69 0.18
H -2.416008 1.710548 3.660674 0.57 -0.05 3.85 0.06
H -3.135722 2.576020 2.429899 0.33 1.33 -0.43 0.09
H -3.017902 1.004159 2.394192 -0.85 -1.83 -0.64 0.08
```
Forces are in eV/Å.

Output
LUMO energy (eV): 0.5
Relative energy (zero: lowest compared OMol25 entry of this formula, charge and spin) (kcal/mol): 459.7
Kohn-Sham gap (eV): 7.46
SMILES string: Cc1cccc(OCCCC(=O)Nc2ccc(N3CCCCC3)cc2)c1

# 3
Here is a 2-piece molecular cluster, C5H11N2O overall in a non-equilibrium geometry from the OMol25 dataset. Energies are from wB97M-V/def2-TZVPD.

```
19
Properties=species:S:1:pos:R:3:forces:R:3:lowdin_charge:R:1
C 0.988427 -2.829376 -0.875847 -0.54 -0.33 3.51 -0.04
C 1.401974 -1.667011 -1.400048 -0.98 -0.02 0.65 -0.25
C 1.396283 -3.253621 -2.938213 -0.02 -1.29 -0.13 -0.03
N 1.043279 -3.825114 -1.767955 -0.01 -0.18 -1.94 0.13
N 1.607213 -1.950574 -2.715817 0.66 -0.24 -1.68 0.16
C 0.000000 0.000000 0.000000 1.05 -0.63 -0.57 -0.05
C 1.368181 -0.321107 -0.798321 -0.60 1.41 0.11 -0.13
H 0.619466 -2.996544 0.136096 0.34 0.01 -0.38 0.16
H 1.453178 -3.847816 -3.850240 0.23 0.71 0.14 0.17
H 0.801269 -4.820170 -1.611169 0.25 1.10 -0.29 0.21
H 1.931675 -1.276075 -3.432112 -0.37 -0.74 0.65 0.21
H 0.030932 0.977492 0.510073 0.21 -0.51 -0.30 0.09
H -0.068998 -0.793150 0.763382 -0.15 0.51 -0.13 0.05
H -0.903983 -0.039229 -0.630788 0.54 -0.03 0.07 0.08
H 1.543195 0.313271 -1.688482 -0.24 0.47 0.78 0.12
H 2.204167 -0.149646 -0.093215 -0.33 -0.22 -0.47 0.13
O -1.023760 -0.480422 3.368000 -1.11 -0.35 -0.04 -0.09
H -1.623483 -0.236566 4.109024 0.61 -0.27 -0.77 0.06
H -1.583550 -1.016916 2.762142 0.46 0.61 0.79 0.04
```
Forces are in eV/Å.

Output
LUMO energy (eV): -3.2
Relative energy (zero: lowest compared OMol25 entry of this formula, charge and spin) (kcal/mol): 20.3
Kohn-Sham gap (eV): 10.75
Charge: +1

- What is the formula in the third record?
  C5H11N2O

- The lowest relative energy (zero: lowest compared OMol25 entry of this formula, charge and spin) belongs to which entry?
  C26H28Cl2MnN5O2S

- Which of these has the highest relative energy (zero: lowest compared OMol25 entry of this formula, charge and spin)?
  C22H28N2O2

- Which of these has the highest relative energy (zero: lowest compared OMol25 entry of this formula, charge and spin)?
  C22H28N2O2